(1)
The following is a quantum chemistry calculation of a structure of composition C46H35HgN6O3S5 in a non-equilibrium geometry, from OMol25.

Geometry (Å):
1 Hg -0.305 -0.159 -1.518
2 C 4.913 5.868 -1.882
3 O 4.373 5.758 -0.589
4 C 4.782 4.654 0.144
5 C 3.898 4.164 1.098
6 C 4.205 3.030 1.828
7 C 5.435 2.347 1.651
8 C 6.337 2.907 0.734
9 C 6.012 4.035 -0.019
10 N 5.831 1.275 2.433
11 N 4.915 0.443 2.927
12 C 3.742 0.155 2.259
13 C 2.640 -0.224 3.034
14 C 1.407 -0.585 2.484
15 C 1.183 -0.633 1.116
16 O -0.004 -0.987 0.607
17 C 2.295 -0.292 0.281
18 N 2.086 -0.342 -1.068
19 C 3.090 -0.209 -1.895
20 C 4.406 -0.027 -1.450
21 C 4.634 0.122 -0.100
22 C 3.572 0.052 0.823
23 H 4.294 6.583 -2.423
24 H 4.891 4.907 -2.406
25 H 5.945 6.239 -1.870
26 H 2.958 4.688 1.251
27 H 3.511 2.659 2.571
28 H 7.296 2.419 0.592
29 H 6.730 4.422 -0.734
30 H 2.761 -0.183 4.111
31 H 0.571 -0.821 3.135
32 H 2.845 -0.272 -2.953
33 H 5.225 0.010 -2.158
34 H 5.641 0.262 0.264
35 C -0.060 2.459 0.827
36 C 0.051 3.090 -0.528
37 C 0.125 4.499 -0.661
38 C 0.210 5.045 -1.899
39 C 0.196 4.216 -3.044
40 C 0.244 4.761 -4.345
41 C 0.197 3.927 -5.423
42 C 0.104 2.535 -5.242
43 C 0.065 1.942 -3.992
44 S -0.038 0.190 -3.939
45 C 0.119 2.813 -2.838
46 N 0.078 2.303 -1.571
47 H -0.380 3.190 1.570
48 H 0.906 2.051 1.137
49 H -0.771 1.632 0.803
50 H 0.113 5.116 0.228
51 H 0.272 6.121 -2.031
52 H 0.312 5.837 -4.464
53 H 0.220 4.333 -6.428
54 H 0.058 1.882 -6.105
55 O -0.315 -2.585 -1.640
56 S -0.050 -3.296 -0.330
57 C -0.188 -5.048 -0.871
58 C -0.941 -5.358 -1.994
59 C -0.929 -6.651 -2.495
60 C -0.155 -7.633 -1.880
61 C 0.595 -7.319 -0.756
62 C 0.581 -6.022 -0.253
63 C -1.644 -3.319 0.512
64 C -2.714 -2.663 -0.073
65 C -3.970 -2.752 0.516
66 C -4.145 -3.485 1.683
67 C -3.055 -4.117 2.276
68 C -1.801 -4.036 1.691
69 H -1.504 -4.570 -2.483
70 H -1.508 -6.891 -3.379
71 H -0.136 -8.640 -2.281
72 H 1.209 -8.078 -0.284
73 H 1.188 -5.764 0.610
74 H -2.560 -2.090 -0.982
75 H -4.815 -2.250 0.058
76 H -5.130 -3.563 2.125
77 H -3.188 -4.674 3.196
78 H -0.947 -4.535 2.142
79 S -8.188 -0.373 0.349
80 C -6.555 -0.035 0.184
81 S -5.904 0.607 -1.287
82 C -4.244 0.499 -0.659
83 N -4.238 0.051 0.557
84 N -5.518 -0.226 1.037
85 C -5.537 -0.787 2.356
86 C -6.683 -0.828 3.145
87 C -6.643 -1.448 4.389
88 C -5.473 -2.013 4.868
89 C -4.320 -1.927 4.099
90 C -4.342 -1.314 2.855
91 S -2.926 0.948 -1.634
92 H -7.602 -0.401 2.782
93 H -7.551 -1.491 4.980
94 H -5.457 -2.520 5.827
95 H -3.390 -2.356 4.453
96 H -3.446 -1.251 2.256

energy relative to the best compared isomer or geometry (same formula, charge and spin)	0.923	eV
HOMO (spin up / spin down)	-0.329 / -1.422	eV
charge	-2
multiplicity	2

---

(2)
The following is a quantum chemistry calculation of a structure of composition C46H35I2N5O3ReS3 in a non-equilibrium geometry, from OMol25.

Geometry (Å):
1 Re -0.183 2.499 -1.125
2 I 1.628 6.906 -3.014
3 C 0.019 5.745 -3.669
4 C -0.938 6.219 -4.556
5 C -2.026 5.450 -4.914
6 I -3.507 6.328 -6.122
7 C -2.178 4.127 -4.429
8 C -3.223 3.247 -4.750
9 C -3.232 1.986 -4.201
10 C -2.247 1.616 -3.290
11 N -1.268 2.434 -2.920
12 C -1.200 3.657 -3.516
13 C -0.107 4.475 -3.087
14 O 0.664 4.028 -2.167
15 H -0.845 7.222 -4.944
16 H -4.005 3.552 -5.428
17 H -4.005 1.283 -4.465
18 H -2.275 0.644 -2.820
19 N -1.242 0.999 -0.333
20 S -1.602 -0.443 -0.246
21 N -0.996 -1.220 1.058
22 S 0.464 -1.766 1.180
23 N 1.592 -1.066 0.364
24 S 1.975 0.536 0.278
25 N 1.385 1.267 -0.894
26 C 1.674 1.104 1.978
27 C 2.735 1.166 2.862
28 C 2.489 1.529 4.176
29 C 1.198 1.800 4.596
30 C 0.148 1.738 3.695
31 C 0.382 1.398 2.373
32 C 3.753 0.477 0.083
33 C 4.492 -0.629 0.471
34 C 5.874 -0.565 0.396
35 C 6.492 0.595 -0.047
36 C 5.739 1.696 -0.431
37 C 4.356 1.642 -0.368
38 C 0.533 -3.481 0.642
39 C -0.361 -4.359 1.235
40 C -0.334 -5.695 0.875
41 C 0.586 -6.141 -0.064
42 C 1.483 -5.253 -0.639
43 C 1.463 -3.911 -0.288
44 C 0.750 -1.800 2.958
45 C -0.225 -1.302 3.804
46 C -0.004 -1.317 5.170
47 C 1.175 -1.847 5.672
48 C 2.133 -2.372 4.815
49 C 1.926 -2.347 3.445
50 C -3.357 -0.571 0.108
51 C -4.259 -1.038 -0.831
52 C -5.612 -1.011 -0.531
53 C -6.046 -0.495 0.680
54 C -5.135 -0.016 1.608
55 C -3.781 -0.053 1.321
56 C -1.127 -1.557 -1.590
57 C -0.171 -1.187 -2.520
58 C 0.228 -2.120 -3.467
59 C -0.324 -3.393 -3.473
60 C -1.257 -3.752 -2.513
61 C -1.654 -2.835 -1.555
62 H 3.738 0.941 2.533
63 H 3.314 1.601 4.865
64 H 1.013 2.065 5.623
65 H -0.858 1.951 4.018
66 H -0.424 1.363 1.656
67 H 3.987 -1.514 0.825
68 H 6.468 -1.409 0.710
69 H 7.570 0.642 -0.074
70 H 6.231 2.601 -0.753
71 H 3.731 2.474 -0.654
72 H -1.058 -3.986 1.969
73 H -1.021 -6.388 1.333
74 H 0.608 -7.186 -0.335
75 H 2.207 -5.609 -1.355
76 H 2.150 -3.197 -0.712
77 H -1.141 -0.929 3.378
78 H -0.756 -0.928 5.841
79 H 1.335 -1.879 6.739
80 H 3.033 -2.817 5.215
81 H 2.655 -2.759 2.764
82 H -3.917 -1.425 -1.778
83 H -6.325 -1.379 -1.254
84 H -7.100 -0.458 0.894
85 H -5.481 0.394 2.544
86 H -3.042 0.313 2.014
87 H 0.266 -0.198 -2.490
88 H 0.974 -1.852 -4.198
89 H -0.023 -4.115 -4.217
90 H -1.683 -4.741 -2.498
91 H -2.360 -3.102 -0.784
92 O -1.493 4.157 -0.498
93 C -0.684 4.455 0.403
94 O 0.273 3.694 0.681
95 H -0.801 5.397 0.961

energy relative to the best compared isomer or geometry (same formula, charge and spin)	2.360	eV
HOMO (spin up / spin down)	-11.646 / -11.609	eV
charge	+2
multiplicity	2

---

(3)
The following is a quantum chemistry calculation of a structure of composition C46H35N11Ti in a non-equilibrium geometry, from OMol25.

Geometry (Å):
1 Ti 12.418 12.125 10.550
2 C 16.488 14.177 15.273
3 C 17.481 13.770 14.398
4 C 17.176 13.267 13.155
5 C 15.849 13.201 12.830
6 C 15.166 12.661 11.665
7 N 15.852 12.062 10.693
8 C 15.229 11.347 9.774
9 C 15.991 10.733 8.680
10 C 17.358 10.827 8.406
11 C 17.792 10.204 7.236
12 C 16.891 9.540 6.431
13 C 15.525 9.405 6.755
14 C 15.090 9.995 7.914
15 C 13.777 10.144 8.574
16 N 12.683 9.512 8.299
17 C 11.493 9.725 8.932
18 N 11.121 10.908 9.504
19 C 9.909 10.769 10.041
20 N 9.128 11.969 10.457
21 C 9.680 12.581 11.693
22 N 10.995 12.911 11.751
23 C 11.232 13.634 12.886
24 N 12.437 13.905 13.473
25 C 13.582 13.510 12.995
26 N 13.847 12.861 11.746
27 C 14.859 13.694 13.686
28 C 15.154 14.153 14.935
29 C 9.994 13.838 13.499
30 C 9.658 14.553 14.676
31 C 8.350 14.716 14.993
32 C 7.357 14.108 14.163
33 C 7.634 13.349 13.044
34 C 9.001 13.203 12.734
35 C 9.426 9.481 9.887
36 C 8.260 8.834 10.287
37 C 8.129 7.535 9.907
38 C 9.097 6.877 9.102
39 C 10.267 7.482 8.708
40 C 10.442 8.821 9.136
41 N 13.917 11.070 9.645
42 H 16.753 14.525 16.260
43 H 18.501 13.828 14.665
44 H 17.944 12.958 12.457
45 H 18.007 11.370 9.099
46 H 18.802 10.319 6.885
47 H 17.222 9.101 5.515
48 H 14.874 8.842 6.108
49 H 14.395 14.502 15.627
50 H 10.421 14.994 15.285
51 H 8.051 15.301 15.858
52 H 6.309 14.273 14.429
53 H 6.802 12.942 12.474
54 H 7.481 9.286 10.881
55 H 7.269 6.969 10.199
56 H 8.917 5.854 8.795
57 H 11.050 6.967 8.157
58 N 11.110 7.022 14.429
59 C 11.416 8.116 13.669
60 C 12.097 7.963 12.433
61 C 12.463 9.111 11.741
62 N 12.179 10.365 12.104
63 C 11.568 10.478 13.314
64 C 11.173 9.423 14.099
65 H 11.460 6.121 14.142
66 H 10.717 7.096 15.354
67 H 12.392 6.992 12.073
68 H 13.049 8.979 10.848
69 H 11.499 11.489 13.678
70 H 10.728 9.624 15.056
71 C 8.100 11.597 7.658
72 N 9.009 12.727 8.023
73 C 8.967 13.090 9.441
74 C 10.424 12.615 7.361
75 C 11.301 13.713 7.909
76 C 11.263 14.861 7.125
77 C 11.855 16.038 7.517
78 C 12.518 16.053 8.724
79 C 12.624 14.911 9.484
80 C 12.048 13.672 9.100
81 H 7.160 11.738 8.133
82 H 8.499 10.651 7.967
83 H 7.938 11.570 6.582
84 H 8.611 13.559 7.544
85 H 8.178 11.609 10.708
86 H 8.031 13.592 9.655
87 H 9.795 13.768 9.650
88 H 10.187 12.768 6.303
89 H 10.776 11.631 7.520
90 H 10.728 14.883 6.183
91 H 11.813 16.923 6.903
92 H 12.975 16.963 9.071
93 H 13.110 14.966 10.449

energy relative to the best compared isomer or geometry (same formula, charge and spin)	2.908	eV
HOMO (spin up / spin down)	-11.978 / -11.979	eV
charge	+2

---

(4)
The following is a quantum chemistry calculation of a structure of composition C46H36BrFN6PSTl in a non-equilibrium geometry, from OMol25.

Geometry (Å):
1 Tl -1.254 -0.976 -0.882
2 N -0.881 -5.490 -0.211
3 C -1.171 -4.140 -0.084
4 S -2.304 -3.528 -1.245
5 N -0.633 -3.517 0.903
6 N -0.844 -2.186 1.015
7 C -0.710 -1.565 2.170
8 C -0.306 -2.402 3.318
9 C -1.275 -2.863 4.201
10 C -0.938 -3.748 5.205
11 C 0.370 -4.193 5.327
12 C 1.326 -3.779 4.416
13 C 0.988 -2.908 3.398
14 C -1.081 -0.212 2.257
15 C 0.099 1.860 2.999
16 C -0.776 2.950 2.510
17 C -1.853 2.727 1.724
18 C -2.203 1.518 1.070
19 N -1.739 0.290 1.201
20 H -1.017 -5.821 -1.154
21 H 0.014 -5.742 0.187
22 H -2.297 -2.530 4.084
23 H -1.699 -4.107 5.887
24 H 0.637 -4.876 6.123
25 H 2.340 -4.151 4.492
26 H 1.721 -2.607 2.665
27 H 0.622 2.224 3.897
28 H -0.620 3.945 2.914
29 H -2.474 3.577 1.456
30 H -2.962 1.615 0.294
31 Br -4.507 -0.699 -1.076
32 C -4.363 0.788 -2.286
33 C -5.547 1.344 -2.712
34 C -5.539 2.474 -3.533
35 C -4.344 3.031 -3.904
36 C -3.117 2.450 -3.519
37 C -1.900 2.992 -3.972
38 C -0.711 2.385 -3.670
39 C -0.701 1.241 -2.867
40 C -1.859 0.696 -2.346
41 C -3.100 1.281 -2.691
42 H -6.482 0.905 -2.401
43 H -6.480 2.896 -3.867
44 H -4.311 3.923 -4.517
45 H -1.928 3.904 -4.558
46 H 0.224 2.794 -4.028
47 H 0.254 0.800 -2.613
48 N 2.672 1.386 -0.110
49 P 0.961 1.349 0.282
50 C 0.656 3.137 -0.099
51 C -0.535 3.490 -0.719
52 C -0.788 4.791 -1.097
53 C 0.165 5.771 -0.878
54 C 1.365 5.433 -0.276
55 C 1.612 4.125 0.109
56 C 1.169 1.343 2.075
57 C 2.041 0.383 2.586
58 C 2.119 -0.119 3.876
59 C 1.087 -0.218 4.832
60 C -0.237 0.018 4.662
61 C -0.839 0.650 3.464
62 C 3.212 0.559 -1.041
63 C 4.500 0.013 -0.881
64 C 4.990 -0.822 -1.857
65 C 4.207 -1.084 -2.978
66 C 2.962 -0.485 -3.052
67 N 2.477 0.322 -2.128
68 H 3.265 1.541 0.701
69 H -1.275 2.726 -0.879
70 H -1.732 5.037 -1.562
71 H -0.031 6.795 -1.171
72 H 2.110 6.201 -0.102
73 H 2.553 3.878 0.582
74 H 2.840 0.038 1.928
75 H 3.065 -0.578 4.162
76 H 1.380 -0.652 5.788
77 H -0.897 -0.128 5.512
78 H -1.813 1.089 3.737
79 H 5.072 0.232 0.011
80 H 5.966 -1.283 -1.743
81 H 4.550 -1.745 -3.759
82 H 2.312 -0.668 -3.899
83 F 2.591 -4.901 -4.132
84 C 1.871 -3.956 -3.437
85 C 2.131 -3.762 -2.098
86 C 1.413 -2.794 -1.416
87 C 0.432 -2.025 -2.042
88 C 0.192 -2.279 -3.394
89 C 0.908 -3.229 -4.103
90 H 2.879 -4.365 -1.603
91 H 1.619 -2.650 -0.363
92 H -0.584 -1.727 -3.911
93 H 0.719 -3.410 -5.152

energy relative to the best compared isomer or geometry (same formula, charge and spin)	2.232	eV
HOMO	-0.359	eV
charge	-2

---

(5)
The following is a quantum chemistry calculation of a structure of composition C46H36Cl5F4N3SbV in a non-equilibrium geometry, from OMol25.

Geometry (Å):
1 V -1.549 -0.019 1.480
2 C 2.344 -2.982 1.096
3 N 0.906 -2.930 0.900
4 C 0.228 -4.033 1.568
5 C 0.590 -2.849 -0.513
6 C -0.884 -2.752 -0.862
7 N -1.672 -1.653 -0.301
8 C -2.863 -1.505 -0.887
9 C -3.787 -0.509 -0.451
10 F -3.496 0.213 0.686
11 C -4.983 -0.205 -1.045
12 F -5.717 0.794 -0.522
13 C -5.454 -0.887 -2.150
14 C -4.637 -1.917 -2.577
15 F -5.041 -2.659 -3.628
16 C -3.433 -2.234 -1.991
17 F -2.825 -3.330 -2.525
18 H 2.788 -3.895 0.667
19 H 2.577 -2.945 2.160
20 H 2.802 -2.115 0.614
21 H 0.462 -5.003 1.099
22 H -0.848 -3.865 1.544
23 H 0.542 -4.055 2.611
24 H 0.966 -3.752 -1.029
25 H 1.112 -1.982 -0.932
26 H -1.342 -3.715 -0.603
27 H -0.878 -2.674 -1.953
28 H -6.387 -0.644 -2.631
29 Cl -2.472 1.371 4.825
30 C -2.192 2.388 3.456
31 C -1.740 1.787 2.269
32 C -1.560 2.684 1.217
33 Cl -1.086 1.933 -0.286
34 C -1.769 4.049 1.272
35 Cl -1.513 5.051 -0.115
36 C -2.215 4.597 2.471
37 Cl -2.527 6.288 2.588
38 C -2.426 3.754 3.566
39 Cl -3.011 4.432 5.043
40 N 0.382 -0.155 1.876
41 C 0.989 -0.274 3.154
42 C 2.232 0.324 3.340
43 C 2.960 0.143 4.502
44 C 2.415 -0.649 5.500
45 C 1.157 -1.202 5.338
46 C 0.391 -1.042 4.174
47 C -0.969 -1.633 4.045
48 C -1.402 -2.540 5.026
49 C -2.678 -3.072 5.024
50 C -3.560 -2.714 4.011
51 C -3.134 -1.837 3.030
52 C -1.853 -1.259 2.999
53 H 0.935 0.469 1.296
54 H 0.403 -1.108 1.438
55 H 2.642 0.927 2.535
56 H 3.935 0.596 4.619
57 H 2.973 -0.832 6.410
58 H 0.761 -1.773 6.164
59 H -0.733 -2.859 5.814
60 H -2.988 -3.750 5.810
61 H -4.567 -3.117 3.996
62 H -3.847 -1.581 2.249
63 C 5.789 0.273 -4.235
64 C 5.000 1.388 -4.485
65 C 3.861 1.619 -3.726
66 C 3.491 0.737 -2.715
67 C 4.291 -0.377 -2.474
68 C 5.434 -0.610 -3.227
69 Sb 1.700 1.020 -1.523
70 C 0.435 0.333 -3.127
71 C 0.848 -0.795 -3.832
72 C 0.020 -1.377 -4.780
73 C -1.241 -0.851 -5.021
74 C -1.663 0.268 -4.322
75 C -0.829 0.858 -3.382
76 C 1.641 3.152 -1.805
77 C 2.192 3.929 -0.790
78 C 2.171 5.314 -0.867
79 C 1.593 5.935 -1.965
80 C 1.039 5.168 -2.979
81 C 1.062 3.782 -2.899
82 H 6.679 0.095 -4.826
83 H 5.270 2.078 -5.275
84 H 3.257 2.497 -3.919
85 H 4.018 -1.076 -1.688
86 H 6.047 -1.480 -3.027
87 H 1.823 -1.227 -3.637
88 H 0.355 -2.251 -5.326
89 H -1.895 -1.319 -5.746
90 H -2.651 0.679 -4.493
91 H -1.182 1.729 -2.846
92 H 2.641 3.447 0.073
93 H 2.590 5.907 -0.064
94 H 1.566 7.015 -2.027
95 H 0.579 5.654 -3.832
96 H 0.618 3.191 -3.692

energy relative to the best compared isomer or geometry (same formula, charge and spin)	1.111	eV
HOMO (spin up / spin down)	-3.378 / -4.592	eV
charge	-1
multiplicity	4